No. 1
Formula: C33H29F4N6O2S3Sr
Source: OMol25
Level of theory: wB97M-V/def2-TZVPD

Atoms and positions in Å:
Sr (1.134, -0.955, -0.018)
C (-0.918, 2.551, 0.066)
C (-1.672, 1.614, 0.993)
N (-2.017, 0.338, 0.369)
C (-2.834, 0.486, -0.836)
C (-4.181, 1.188, -0.653)
C (-2.586, -0.608, 1.341)
C (-1.593, -1.718, 1.706)
N (-0.297, -1.200, 2.070)
C (-0.084, -0.669, 3.255)
C (1.050, 0.177, 3.399)
F (1.771, 0.427, 2.269)
C (1.406, 0.798, 4.564)
F (2.510, 1.571, 4.586)
C (0.631, 0.694, 5.711)
C (-0.533, -0.042, 5.583)
F (-1.354, -0.152, 6.655)
C (-0.901, -0.678, 4.417)
F (-2.069, -1.373, 4.427)
H (-0.615, 3.444, 0.618)
H (-1.510, 2.870, -0.794)
H (-0.018, 2.075, -0.326)
H (-2.573, 2.121, 1.381)
H (-1.053, 1.390, 1.862)
H (-2.996, -0.517, -1.238)
H (-2.265, 1.030, -1.591)
H (-4.794, 0.703, 0.112)
H (-4.730, 1.172, -1.596)
H (-4.049, 2.234, -0.374)
H (-3.483, -1.072, 0.918)
H (-2.905, -0.085, 2.254)
H (-1.450, -2.330, 0.803)
H (-2.047, -2.383, 2.446)
H (0.908, 1.174, 6.636)
O (-3.925, 0.068, -5.640)
C (-3.663, -1.176, -5.039)
C (-2.501, -1.168, -4.083)
C (-2.324, -2.238, -3.198)
C (-1.282, -2.180, -2.301)
N (-0.468, -1.124, -2.188)
C (-0.620, -0.106, -3.038)
C (-1.619, -0.120, -4.019)
C (0.270, 1.085, -2.900)
C (0.700, 1.842, -4.278)
C (2.114, 2.190, -4.328)
C (2.730, 2.400, -5.680)
O (2.083, 3.434, -6.420)
C (2.860, 2.215, -3.207)
C (2.382, 1.574, -2.007)
N (1.264, 0.946, -1.899)
H (-3.811, 0.771, -4.984)
H (-3.466, -1.884, -5.847)
H (-4.544, -1.544, -4.494)
H (-2.984, -3.097, -3.207)
H (-1.087, -3.008, -1.627)
H (-1.704, 0.731, -4.679)
H (0.280, 1.447, -5.207)
H (2.681, 1.452, -6.227)
H (3.784, 2.664, -5.570)
H (1.529, 3.037, -7.096)
H (3.903, 2.506, -3.239)
H (3.089, 1.451, -1.188)
S (4.021, -1.332, 0.154)
C (4.424, -2.888, -0.522)
C (5.782, -3.228, -0.562)
C (6.252, -4.436, -1.058)
C (7.657, -4.703, -1.068)
N (8.789, -4.917, -1.067)
C (5.325, -5.374, -1.541)
C (3.974, -5.058, -1.507)
C (3.481, -3.840, -1.018)
S (1.753, -3.605, -1.071)
C (5.744, -6.638, -2.064)
N (6.067, -7.656, -2.495)
H (6.493, -2.504, -0.186)
H (3.257, -5.779, -1.877)
S (-1.746, 3.143, -3.434)
C (-0.227, 2.423, -3.306)

Properties
Multiplicity: 2
E (Eh): -3378.772290
Gap between HOMO and LUMO (alpha / beta) (eV): 5.77 / 6.03
Net charge: -2
Energy above the lowest of the compared OMol25 structures with the same formula, charge and spin (kcal/mol): 34.1

Atomic partial charges in e from the Mulliken method, atoms 1 to 5: Sr 1.117; C -0.982; C -0.430; N 1.365; C 0.378

No. 2
Formula: C33H29GeMoN4O4S2
Source: OMol25
Level of theory: wB97M-V/def2-TZVPD

Atoms and positions in Å:
Mo (-0.637, 0.394, -1.694)
O (0.298, 6.026, -4.373)
S (0.248, 5.366, -3.098)
O (0.526, 6.142, -1.916)
N (1.123, 4.005, -3.092)
C (0.361, 2.951, -2.890)
O (0.763, 1.780, -2.631)
C (-1.118, 3.245, -2.876)
C (-2.161, 2.353, -2.751)
C (-3.447, 2.854, -2.582)
C (-3.657, 4.235, -2.579)
C (-2.608, 5.131, -2.759)
C (-1.337, 4.598, -2.895)
H (-2.043, 1.291, -2.954)
H (-4.271, 2.165, -2.455)
H (-4.664, 4.612, -2.445)
H (-2.777, 6.199, -2.779)
C (1.623, -1.458, -3.384)
C (0.145, -1.486, -3.132)
N (-0.412, -2.692, -2.801)
O (-0.600, -0.575, -3.626)
H (2.103, -2.360, -3.008)
H (2.067, -0.585, -2.915)
H (1.761, -1.390, -4.465)
H (0.109, -3.195, -2.092)
H (-1.394, -2.622, -2.568)
C (0.484, -0.592, -0.634)
Ge (0.865, -1.536, 0.947)
C (2.777, -1.638, 1.255)
C (3.285, -2.286, 2.383)
C (4.656, -2.392, 2.587)
C (5.539, -1.843, 1.664)
C (5.049, -1.188, 0.543)
C (3.675, -1.090, 0.340)
C (0.082, -0.874, 2.629)
C (0.343, 0.452, 2.991)
C (-0.198, 1.008, 4.142)
C (-1.023, 0.242, 4.958)
C (-1.294, -1.076, 4.620)
C (-0.739, -1.629, 3.467)
C (0.210, -3.354, 0.635)
C (1.083, -4.368, 0.227)
C (0.606, -5.617, -0.161)
C (-0.758, -5.877, -0.148)
C (-1.640, -4.882, 0.254)
C (-1.161, -3.633, 0.638)
H (2.605, -2.711, 3.115)
H (5.036, -2.900, 3.466)
H (6.608, -1.922, 1.824)
H (5.735, -0.752, -0.174)
H (3.289, -0.579, -0.537)
H (0.976, 1.067, 2.356)
H (0.018, 2.039, 4.400)
H (-1.454, 0.674, 5.853)
H (-1.936, -1.679, 5.251)
H (-0.958, -2.663, 3.224)
H (2.153, -4.183, 0.209)
H (1.301, -6.385, -0.479)
H (-1.131, -6.847, -0.454)
H (-2.707, -5.070, 0.255)
H (-1.872, -2.860, 0.902)
C (0.249, 3.186, 0.464)
C (-1.044, 2.496, 0.763)
C (-1.894, 2.927, 1.779)
C (-3.039, 2.192, 1.992)
N (-3.394, 1.123, 1.284)
C (-2.554, 0.772, 0.308)
S (-2.813, -0.549, -0.794)
N (-1.396, 1.437, 0.050)
H (0.783, 3.391, 1.394)
H (0.076, 4.148, -0.026)
H (0.882, 2.575, -0.177)
H (-1.641, 3.783, 2.388)
H (-3.720, 2.482, 2.788)

Properties
Multiplicity: 3
E (Eh): -4736.456747
Gap between HOMO and LUMO (alpha / beta) (eV): 4.84 / 7.43
Net charge: -1

Atomic partial charges in e from the Mulliken method, atoms 1 to 5: Mo -1.436; O -0.681; S 1.214; O -0.660; N -0.634

No. 3
Formula: C33H29NO4P2Pt
Source: OMol25
Level of theory: wB97M-V/def2-TZVPD

Atoms and positions in Å:
Pt (-0.287, 0.906, -0.152)
N (0.531, -1.421, -1.668)
P (-1.050, -1.095, -1.132)
C (-1.799, -2.426, -0.247)
C (-1.769, -2.384, 1.150)
C (-2.309, -3.438, 1.869)
C (-2.862, -4.521, 1.199)
C (-2.891, -4.561, -0.192)
C (-2.365, -3.512, -0.922)
C (-1.999, -0.674, -2.592)
C (-3.378, -0.487, -2.450)
C (-4.135, -0.097, -3.539)
C (-3.526, 0.107, -4.774)
C (-2.159, -0.079, -4.919)
C (-1.391, -0.466, -3.830)
P (1.520, -0.477, -0.675)
C (2.918, 0.053, -1.645)
C (4.223, -0.073, -1.171)
C (5.281, 0.355, -1.959)
C (5.041, 0.902, -3.210)
C (3.740, 1.034, -3.684)
C (2.679, 0.617, -2.903)
C (2.059, -1.438, 0.735)
C (2.643, -0.785, 1.822)
C (3.049, -1.511, 2.927)
C (2.857, -2.888, 2.959)
C (2.266, -3.538, 1.887)
C (1.865, -2.817, 0.772)
H (0.863, -2.262, -2.126)
H (-1.327, -1.536, 1.661)
H (-2.302, -3.415, 2.951)
H (-3.283, -5.342, 1.764)
H (-3.333, -5.408, -0.699)
H (-2.410, -3.527, -2.005)
H (-3.861, -0.649, -1.493)
H (-5.202, 0.040, -3.431)
H (-4.124, 0.403, -5.625)
H (-1.690, 0.065, -5.882)
H (-0.327, -0.623, -3.951)
H (4.420, -0.520, -0.206)
H (6.295, 0.250, -1.598)
H (5.872, 1.226, -3.824)
H (3.558, 1.460, -4.661)
H (1.664, 0.728, -3.269)
H (2.782, 0.291, 1.806)
H (3.512, -1.008, 3.765)
H (3.170, -3.453, 3.827)
H (2.118, -4.609, 1.916)
H (1.402, -3.339, -0.055)
O (-1.885, 2.067, 5.232)
C (-1.200, 2.842, 4.508)
C (-1.009, 4.217, 4.878)
C (-0.194, 5.015, 4.119)
C (0.444, 4.493, 2.988)
C (0.249, 3.155, 2.585)
C (-0.573, 2.332, 3.297)
C (-0.825, 0.901, 2.964)
O (-1.470, 0.238, 3.831)
O (-0.392, 0.354, 1.923)
H (-1.788, 0.954, 4.637)
H (-1.509, 4.567, 5.771)
H (-0.027, 6.047, 4.395)
H (1.108, 5.123, 2.413)
H (0.776, 2.783, 1.712)
C (-1.063, 3.760, -1.515)
C (-1.636, 2.579, -0.775)
O (-2.756, 2.364, -0.492)
H (-0.822, 4.505, -0.754)
H (-1.824, 4.157, -2.187)
H (-0.156, 3.486, -2.046)

Properties
Multiplicity: 5
E (Eh): -2432.087202
Gap between HOMO and LUMO (alpha / beta) (eV): 7.51 / 6.09
Net charge: +2
Energy above the lowest of the compared OMol25 structures with the same formula, charge and spin (kcal/mol): 8.3

Atomic partial charges in e from the Mulliken method, atoms 1 to 5: Pt 2.126; N 0.251; P -0.319; C 0.916; C -0.044

No. 4
Formula: C33H29NO6PS2Zr
Source: OMol25
Level of theory: wB97M-V/def2-TZVPD

Atoms and positions in Å:
Zr (0.389, 0.032, -0.034)
O (-1.187, 0.566, -1.719)
S (-1.503, -0.837, -2.086)
O (-1.589, -1.115, -3.484)
O (-0.529, -1.677, -1.329)
C (-3.099, -1.193, -1.377)
C (-4.051, -1.766, -2.206)
C (-5.299, -2.092, -1.696)
C (-5.587, -1.853, -0.363)
C (-4.631, -1.279, 0.463)
C (-3.377, -0.933, -0.031)
P (-2.123, -0.167, 1.059)
C (-2.379, -1.026, 2.642)
C (-1.737, -2.250, 2.813)
C (-1.911, -2.974, 3.981)
C (-2.719, -2.474, 4.993)
C (-3.354, -1.250, 4.833)
C (-3.187, -0.527, 3.660)
C (-2.737, 1.521, 1.334)
C (-3.820, 2.060, 0.650)
C (-4.204, 3.375, 0.881)
C (-3.512, 4.152, 1.797)
C (-2.423, 3.620, 2.475)
C (-2.028, 2.315, 2.236)
H (-3.800, -1.950, -3.241)
H (-6.042, -2.539, -2.343)
H (-6.558, -2.112, 0.040)
H (-4.859, -1.100, 1.507)
H (-1.090, -2.636, 2.033)
H (-1.406, -3.923, 4.106)
H (-2.849, -3.034, 5.909)
H (-3.979, -0.855, 5.623)
H (-3.680, 0.430, 3.542)
H (-4.363, 1.462, -0.070)
H (-5.044, 3.791, 0.340)
H (-3.814, 5.176, 1.976)
H (-1.870, 4.228, 3.180)
H (-1.157, 1.912, 2.741)
O (2.134, -1.278, 0.035)
N (3.127, -0.773, 0.778)
C (4.356, -0.758, 0.232)
C (5.414, -0.203, 0.900)
C (5.191, 0.352, 2.161)
C (3.929, 0.322, 2.702)
C (2.849, -0.236, 1.998)
S (1.202, -0.204, 2.512)
H (4.402, -1.198, -0.752)
H (6.387, -0.189, 0.433)
H (6.000, 0.818, 2.707)
H (3.720, 0.760, 3.667)
C (5.985, 5.638, 1.697)
C (4.862, 4.767, 1.210)
C (4.911, 4.157, -0.032)
C (3.875, 3.366, -0.512)
C (4.047, 2.777, -1.889)
C (2.730, 3.178, 0.286)
C (2.650, 3.814, 1.543)
C (1.468, 3.699, 2.471)
C (3.722, 4.581, 1.978)
C (1.652, 2.272, -0.169)
O (0.502, 2.258, 0.383)
O (1.874, 1.395, -1.068)
H (6.923, 5.384, 1.204)
H (6.121, 5.540, 2.774)
H (5.773, 6.688, 1.487)
H (5.785, 4.306, -0.657)
H (4.907, 3.238, -2.375)
H (3.168, 2.921, -2.513)
H (4.209, 1.701, -1.837)
H (1.251, 2.660, 2.717)
H (0.567, 4.104, 2.013)
H (1.678, 4.244, 3.391)
H (3.661, 5.055, 2.951)

Properties
Multiplicity: 2
E (Eh): -2966.057995
Gap between HOMO and LUMO (alpha / beta) (eV): 5.96 / 8.61
Energy above the lowest of the compared OMol25 structures with the same formula, charge and spin (kcal/mol): 5.8

Atomic partial charges in e from the Mulliken method, atoms 1 to 5: Zr 0.270; O -0.620; S 1.814; O -0.718; O -0.765

No. 5
Formula: C33H30BaBrN4O9P2
Source: OMol25
Level of theory: wB97M-V/def2-TZVPD

Atoms and positions in Å:
Ba (-0.549, -2.073, -0.235)
O (-3.857, -1.393, 1.349)
P (-3.271, -2.584, 2.352)
O (-4.069, -2.514, 3.587)
O (-1.767, -2.561, 2.224)
O (-3.677, -3.955, 1.394)
P (-3.166, -4.220, -0.119)
O (-4.135, -5.520, -0.360)
O (-1.739, -4.624, -0.482)
O (-3.558, -2.961, -0.864)
H (-3.889, -1.758, 0.434)
H (-4.800, -5.709, 0.312)
C (2.163, -2.512, 2.995)
O (1.406, -1.453, 2.343)
C (1.209, -0.393, 3.192)
C (2.064, -0.181, 4.264)
C (1.754, 0.840, 5.167)
Br (2.993, 1.223, 6.547)
C (0.645, 1.633, 4.930)
C (-0.143, 1.454, 3.776)
C (0.139, 0.444, 2.871)
O (-0.565, 0.203, 1.725)
C (-1.366, 2.223, 3.571)
N (-2.100, 2.195, 2.464)
C (-3.212, 3.021, 2.712)
C (-4.331, 3.329, 1.900)
C (-5.219, 4.264, 2.347)
C (-5.082, 4.811, 3.614)
C (-4.001, 4.552, 4.439)
C (-3.086, 3.649, 3.952)
N (-1.881, 3.138, 4.464)
H (3.208, -2.279, 2.938)
H (1.909, -3.421, 2.445)
H (1.912, -2.575, 4.032)
H (2.938, -0.805, 4.405)
H (0.384, 2.417, 5.602)
H (-1.298, 0.869, 1.682)
H (-4.447, 2.866, 0.915)
H (-6.061, 4.542, 1.749)
H (-5.800, 5.551, 3.947)
H (-3.865, 4.944, 5.412)
H (-1.518, 3.271, 5.393)
C (6.557, -3.537, -3.268)
C (5.659, -4.541, -2.919)
C (4.477, -4.207, -2.313)
C (4.088, -2.848, -2.099)
C (5.019, -1.867, -2.435)
C (6.256, -2.172, -3.016)
C (2.744, -2.538, -1.582)
C (1.874, -1.551, -1.803)
C (2.179, -0.434, -2.696)
C (2.121, 0.805, -2.075)
C (2.298, 2.005, -2.768)
C (2.499, 2.013, -4.111)
C (2.531, 0.823, -4.782)
C (2.374, -0.401, -4.101)
H (7.529, -3.832, -3.630)
H (5.967, -5.572, -3.098)
H (3.813, -4.982, -1.938)
H (4.759, -0.845, -2.320)
H (6.969, -1.415, -3.314)
H (2.386, -3.369, -0.978)
H (1.935, 0.850, -1.002)
H (2.264, 2.903, -2.192)
H (2.645, 2.966, -4.624)
H (2.684, 0.753, -5.850)
H (2.414, -1.384, -4.566)
N (-2.441, 3.404, -4.598)
C (-2.097, 2.372, -3.707)
C (-2.007, 2.643, -2.339)
C (-1.661, 1.647, -1.475)
N (-1.361, 0.386, -1.836)
C (-1.609, 0.118, -3.101)
C (-1.902, 1.038, -4.082)
H (-2.238, 4.329, -4.353)
H (-1.954, 3.189, -5.493)
H (-2.101, 3.642, -1.973)
H (-1.510, 1.899, -0.441)
H (-1.475, -0.916, -3.409)
H (-1.955, 0.677, -5.094)

Properties
E (Eh): -5454.365104
Gap between HOMO and LUMO (eV): 6.40
Net charge: -1
Energy above the lowest of the compared OMol25 structures with the same formula, charge and spin (kcal/mol): 0.0

Atomic partial charges in e from the Mulliken method, atoms 1 to 5: Ba 1.717; O -0.469; P 0.610; O -0.731; O -0.487

No. 6
Formula: C33H30BrN8O2Ti
Source: OMol25
Level of theory: wB97M-V/def2-TZVPD

Atoms and positions in Å:
Ti (0.559, 0.270, 0.826)
Br (-6.808, 0.823, 1.976)
C (-4.943, 1.051, 1.944)
C (-4.411, 2.334, 1.918)
C (-3.038, 2.506, 1.892)
C (-2.208, 1.394, 1.896)
C (-2.741, 0.114, 1.893)
C (-4.115, -0.061, 1.929)
N (-0.782, 1.514, 1.884)
C (-0.212, 2.474, 2.494)
C (1.258, 2.593, 2.530)
C (1.842, 3.651, 3.198)
C (3.232, 3.719, 3.250)
C (3.964, 2.722, 2.641)
C (3.296, 1.687, 1.996)
N (1.971, 1.614, 1.936)
H (-5.070, 3.190, 1.903)
H (-2.631, 3.507, 1.823)
H (-2.084, -0.746, 1.864)
H (-4.540, -1.054, 1.941)
H (-0.777, 3.223, 3.048)
H (1.229, 4.405, 3.674)
H (3.721, 4.535, 3.764)
H (5.045, 2.727, 2.659)
H (3.838, 0.885, 1.513)
N (1.452, -2.698, 3.761)
C (0.478, -2.137, 4.555)
C (-0.029, -1.095, 3.846)
N (0.613, -1.018, 2.633)
C (1.498, -1.994, 2.615)
C (2.414, -2.073, 1.492)
N (2.485, -1.070, 0.636)
C (3.460, -1.427, -0.268)
C (3.957, -2.653, 0.045)
N (3.276, -3.055, 1.169)
H (2.044, -3.469, 4.024)
H (0.240, -2.532, 5.527)
H (-0.823, -0.420, 4.118)
H (3.768, -0.784, -1.073)
H (4.719, -3.260, -0.412)
H (3.382, -3.944, 1.630)
N (-0.172, -0.909, -0.440)
C (-0.524, -1.353, -1.568)
C (-0.158, -0.610, -2.820)
C (1.119, -0.083, -2.969)
C (1.475, 0.601, -4.126)
C (0.527, 0.811, -5.123)
C (-0.766, 0.324, -4.959)
C (-1.101, -0.401, -3.826)
C (-1.370, -2.570, -1.725)
C (-2.356, -2.851, -0.783)
C (-3.135, -3.989, -0.909)
C (-2.918, -4.866, -1.964)
C (-1.931, -4.596, -2.902)
C (-1.168, -3.444, -2.791)
H (1.830, -0.237, -2.169)
H (2.494, 0.948, -4.265)
H (0.801, 1.324, -6.036)
H (-1.506, 0.486, -5.731)
H (-2.101, -0.799, -3.712)
H (-2.521, -2.152, 0.025)
H (-3.917, -4.194, -0.190)
H (-3.525, -5.757, -2.059)
H (-1.761, -5.280, -3.723)
H (-0.404, -3.231, -3.530)
N (1.366, 2.985, -2.859)
C (-0.073, 3.060, -2.448)
C (-0.265, 2.116, -1.260)
O (-1.385, 1.729, -1.001)
O (0.824, 1.854, -0.616)
H (1.504, 2.248, -3.561)
H (1.861, 2.683, -2.001)
H (1.741, 3.863, -3.213)
H (-0.705, 2.759, -3.278)
H (-0.308, 4.082, -2.158)

Properties
Multiplicity: 2
E (Eh): -5287.233238
Gap between HOMO and LUMO (alpha / beta) (eV): 6.92 / 7.17
Net charge: +2
Energy above the lowest of the compared OMol25 structures with the same formula, charge and spin (kcal/mol): 20.0

Atomic partial charges in e from the Mulliken method, atoms 1 to 5: Ti 0.250; Br -0.144; C 0.000; C -0.910; C -0.493

- Look up the E of the first one.
  -3378.772290 Eh

- The highest E belongs to which entry?
  C33H29NO4P2Pt

- E of number 6 (C33H30BrN8O2Ti)?
  -5287.233238 Eh

- Among the records above, which one has the lowest E?
  C33H30BaBrN4O9P2